No. 1
Density functional theory data (ωB97M-V/def2-TZVPD) for a cluster of 16 separate species, C89H216N12O25 in total at a distorted geometry.

Geometry (Å):
C1 -5.400 -0.782 -0.798
C2 -6.104 -2.054 -1.267
C3 -6.390 -2.045 -2.749
C4 -5.192 -2.112 -3.619
C5 -4.433 -3.420 -3.239
C6 -4.004 -3.530 -1.767
N1 -5.298 -3.322 -1.097
O1 -5.122 -3.530 0.334
C7 -3.526 -4.920 -1.543
C8 -2.843 -2.590 -1.494
C9 -7.412 -2.291 -0.512
H1 -4.519 -0.544 -1.408
H2 -5.121 -0.829 0.238
H3 -5.901 0.123 -0.943
H4 -7.006 -2.922 -2.920
H5 -6.985 -1.144 -2.983
H6 -4.477 -1.301 -3.494
H7 -5.479 -2.182 -4.670
H8 -3.567 -3.510 -3.933
H9 -5.052 -4.263 -3.392
H10 -3.130 -5.019 -0.507
H11 -4.236 -5.748 -1.597
H12 -2.695 -5.101 -2.233
H13 -2.948 -1.607 -1.969
H14 -2.762 -2.525 -0.390
H15 -1.968 -3.032 -1.921
H16 -7.804 -3.300 -0.743
H17 -8.172 -1.538 -0.814
H18 -7.269 -2.331 0.569
H19 -4.657 -2.763 0.712
C10 4.731 -6.438 -1.010
C11 3.322 -6.332 -0.432
C12 3.213 -5.058 0.400
C13 1.852 -4.697 0.820
C14 0.998 -4.552 -0.480
C15 0.938 -5.798 -1.314
N2 2.346 -6.188 -1.527
O2 2.342 -7.368 -2.348
C16 0.095 -6.919 -0.663
C17 0.374 -5.442 -2.682
C18 3.096 -7.607 0.428
H20 4.966 -5.518 -1.548
H21 4.843 -7.277 -1.652
H22 5.472 -6.599 -0.263
H23 3.884 -5.076 1.251
H24 3.548 -4.312 -0.304
H25 1.786 -3.816 1.415
H26 1.449 -5.500 1.521
H27 1.457 -3.798 -1.122
H28 -0.054 -4.266 -0.299
H29 -0.961 -6.611 -0.816
H30 0.302 -7.839 -1.258
H31 0.282 -6.942 0.396
H32 -0.463 -4.736 -2.564
H33 1.136 -4.940 -3.257
H34 -0.021 -6.295 -3.213
H35 3.687 -7.537 1.352
H36 3.427 -8.447 -0.176
H37 2.030 -7.665 0.711
H38 2.461 -6.996 -3.219
C19 -2.667 -0.435 9.718
C20 -2.243 -1.411 8.588
C21 -1.342 -0.644 7.581
C22 -0.618 -1.571 6.699
C23 0.195 -2.552 7.523
C24 -0.648 -3.518 8.327
N3 -1.565 -2.613 9.170
O3 -2.450 -3.373 9.989
C25 -1.384 -4.464 7.351
C26 0.262 -4.235 9.279
C27 -3.609 -1.799 7.799
H39 -3.378 -0.981 10.371
H40 -3.111 0.430 9.232
H41 -1.754 -0.123 10.264
H42 -1.847 0.041 6.952
H43 -0.568 -0.107 8.121
H44 -0.017 -0.998 6.025
H45 -1.353 -1.999 5.981
H46 0.780 -1.941 8.206
H47 0.932 -3.051 6.923
H48 -1.955 -4.018 6.586
H49 -0.598 -5.105 6.913
H50 -1.891 -5.243 7.952
H51 -0.316 -5.025 9.794
H52 1.050 -4.752 8.777
H53 0.661 -3.564 10.081
H54 -3.354 -2.348 6.924
H55 -4.175 -0.895 7.572
H56 -4.203 -2.482 8.362
H57 -3.164 -3.660 9.449
C28 6.470 -0.005 -3.876
C29 7.089 -1.242 -4.498
O4 6.545 -2.386 -3.896
H58 5.448 0.282 -4.150
H59 7.080 0.813 -4.232
H60 6.567 0.079 -2.758
H61 8.132 -1.247 -4.168
H62 7.068 -1.239 -5.591
H63 5.705 -2.676 -4.325
C30 6.977 -3.357 -0.300
C31 6.610 -1.900 -0.204
O5 5.567 -1.589 -1.168
H64 7.632 -3.549 -1.141
H65 6.094 -4.002 -0.332
H66 7.515 -3.681 0.604
H67 7.466 -1.229 -0.378
H68 6.193 -1.687 0.780
H69 5.869 -1.914 -2.023
C32 -1.117 1.228 4.423
C33 0.186 1.798 4.979
O6 0.089 3.202 5.035
H70 -1.974 1.541 5.016
H71 -1.100 0.173 4.303
H72 -1.195 1.717 3.418
H73 1.040 1.441 4.399
H74 0.346 1.461 6.016
H75 0.824 3.694 5.390
C34 1.674 2.957 -4.871
C35 2.204 1.549 -4.580
O7 1.317 0.875 -3.696
H76 0.788 2.921 -5.527
H77 2.457 3.456 -5.509
H78 1.558 3.580 -4.007
H79 3.196 1.617 -4.170
H80 2.251 0.960 -5.509
H81 1.654 0.853 -2.785
C36 -0.703 5.422 -2.437
O8 0.070 5.663 -1.219
C37 0.733 6.982 -1.269
C38 1.202 7.218 0.175
N4 2.274 8.217 0.197
C39 3.643 7.728 -0.037
C40 4.620 8.863 -0.069
O9 5.936 8.391 -0.217
C41 6.482 8.376 -1.526
H82 -1.668 5.972 -2.449
H83 -0.889 4.360 -2.557
H84 -0.190 5.751 -3.359
H85 0.003 7.769 -1.622
H86 1.512 6.906 -1.998
H87 1.345 6.286 0.748
H88 0.392 7.672 0.744
H89 2.282 8.651 1.147
H90 3.669 7.131 -1.003
H91 3.973 6.997 0.756
H92 4.483 9.348 0.901
H93 4.440 9.539 -0.920
H94 5.918 7.778 -2.227
H95 7.448 7.895 -1.436
H96 6.539 9.382 -1.983
C42 6.139 5.931 2.780
O10 5.813 4.645 2.307
C43 6.833 4.177 1.453
C44 6.579 2.846 0.779
N5 6.724 1.712 1.660
C45 5.626 1.663 2.691
C46 5.709 0.363 3.413
O11 4.543 0.079 4.170
C47 4.397 0.948 5.251
H97 5.399 6.310 3.475
H98 6.235 6.675 1.999
H99 7.066 5.936 3.347
H100 7.816 4.231 1.989
H101 6.937 4.824 0.577
H102 7.294 2.804 -0.075
H103 5.570 2.987 0.367
H104 6.565 0.856 1.156
H105 4.647 1.754 2.216
H106 5.811 2.475 3.428
H107 6.583 0.299 4.086
H108 5.770 -0.504 2.668
H109 5.197 0.819 5.983
H110 3.549 0.633 5.809
H111 4.327 1.982 4.918
C48 -12.674 2.449 -3.394
O12 -11.694 3.379 -3.528
C49 -11.948 4.623 -2.913
C50 -10.658 5.441 -2.906
N6 -9.703 4.854 -2.003
C51 -8.357 5.350 -2.212
C52 -7.318 4.391 -1.666
O13 -7.247 3.313 -2.514
C53 -6.206 2.412 -2.145
H112 -12.696 1.982 -2.395
H113 -12.442 1.685 -4.091
H114 -13.646 2.725 -3.710
H115 -12.242 4.531 -1.866
H116 -12.730 5.183 -3.509
H117 -10.947 6.435 -2.605
H118 -10.313 5.581 -3.950
H119 -9.665 3.854 -2.250
H120 -8.297 6.325 -1.656
H121 -8.264 5.627 -3.292
H122 -7.683 4.187 -0.637
H123 -6.328 4.920 -1.583
H124 -6.043 2.447 -1.045
H125 -5.289 2.695 -2.689
H126 -6.408 1.388 -2.467
C54 1.928 3.506 1.490
O14 2.686 2.993 0.436
C55 3.185 4.031 -0.374
C56 3.868 3.441 -1.573
N7 4.728 4.387 -2.311
C57 5.349 3.807 -3.468
C58 6.500 4.658 -3.871
O15 7.494 4.421 -2.887
C59 8.584 5.286 -3.113
H127 2.540 4.057 2.199
H128 1.462 2.664 2.055
H129 1.097 4.178 1.177
H130 3.881 4.631 0.270
H131 2.369 4.694 -0.603
H132 3.035 3.159 -2.256
H133 4.467 2.602 -1.274
H134 5.423 4.658 -1.614
H135 4.624 3.793 -4.269
H136 5.748 2.790 -3.303
H137 6.169 5.696 -3.829
H138 6.927 4.468 -4.868
H139 8.333 6.338 -2.950
H140 8.889 5.214 -4.173
H141 9.457 5.127 -2.430
C60 -2.727 2.246 -1.347
O16 -1.928 1.256 -0.817
C61 -0.601 1.528 -0.728
C62 0.221 0.308 -0.435
N8 1.604 0.584 -0.855
C63 2.483 -0.581 -0.705
C64 2.937 -1.029 0.689
O17 1.724 -1.285 1.437
C65 1.898 -1.648 2.823
H142 -2.646 3.189 -0.740
H143 -3.763 1.874 -1.284
H144 -2.480 2.544 -2.404
H145 -0.320 2.297 -0.008
H146 -0.167 1.858 -1.671
H147 -0.210 -0.475 -1.075
H148 0.246 0.000 0.618
H149 1.949 1.458 -0.464
H150 3.367 -0.495 -1.322
H151 1.840 -1.367 -1.108
H152 3.477 -0.211 1.110
H153 3.527 -1.935 0.688
H154 2.673 -1.073 3.373
H155 2.086 -2.723 2.905
H156 0.979 -1.385 3.404
C66 -3.281 5.499 0.758
O18 -3.657 5.038 2.031
C67 -3.657 3.636 2.120
C68 -3.814 3.346 3.607
N9 -5.200 3.654 3.928
C69 -5.366 3.970 5.330
C70 -5.228 2.782 6.263
O19 -3.930 2.167 6.404
C71 -3.031 2.946 7.144
H157 -3.784 4.929 -0.038
H158 -2.152 5.355 0.571
H159 -3.485 6.563 0.708
H160 -2.690 3.214 1.752
H161 -4.435 3.202 1.506
H162 -3.101 3.942 4.156
H163 -3.601 2.301 3.841
H164 -5.393 4.459 3.360
H165 -6.321 4.409 5.538
H166 -4.686 4.752 5.724
H167 -5.890 1.961 5.915
H168 -5.534 3.057 7.279
H169 -2.211 2.235 7.461
H170 -3.545 3.368 8.015
H171 -2.502 3.696 6.578
C72 -5.564 -2.593 4.703
O20 -5.373 -1.212 4.968
C73 -4.181 -0.647 4.439
C74 -4.200 -0.619 2.911
N10 -3.602 -1.780 2.194
C75 -2.148 -1.678 2.016
C76 -1.484 -3.052 1.907
O21 -1.541 -3.695 3.149
C77 -1.253 -5.050 3.235
H172 -4.730 -3.177 4.994
H173 -5.883 -2.767 3.678
H174 -6.388 -2.916 5.369
H175 -3.280 -1.162 4.803
H176 -4.141 0.317 4.896
H177 -3.650 0.278 2.613
H178 -5.233 -0.560 2.576
H179 -3.857 -2.595 2.765
H180 -1.634 -0.971 2.747
H181 -1.916 -1.243 0.969
H182 -0.432 -2.941 1.523
H183 -2.093 -3.740 1.235
H184 -2.047 -5.611 2.693
H185 -1.278 -5.375 4.248
H186 -0.322 -5.421 2.784
C78 -6.507 2.955 -5.649
O22 -5.205 2.677 -5.139
C79 -4.790 1.294 -5.397
C80 -3.296 1.218 -5.410
N11 -2.805 -0.171 -5.157
C81 -1.444 -0.101 -4.779
C82 -0.775 -1.419 -4.757
O23 -0.855 -2.141 -5.961
C83 -0.467 -3.453 -5.694
H187 -6.565 3.498 -6.592
H188 -6.920 3.675 -4.940
H189 -7.206 2.093 -5.704
H190 -5.203 0.877 -6.342
H191 -5.153 0.717 -4.525
H192 -2.830 1.901 -4.662
H193 -2.775 1.685 -6.306
H194 -2.812 -0.731 -5.969
H195 -1.422 0.230 -3.750
H196 -0.856 0.660 -5.333
H197 -1.340 -1.959 -3.950
H198 0.216 -1.299 -4.297
H199 -0.547 -3.993 -6.630
H200 -1.159 -3.840 -4.964
H201 0.587 -3.578 -5.389
C84 3.293 -2.463 -4.208
O24 4.239 -3.394 -4.675
C85 4.134 -4.740 -4.029
C86 5.106 -5.683 -4.616
N12 4.787 -5.982 -5.980
C87 5.855 -6.658 -6.718
C88 6.214 -7.984 -6.041
O25 6.782 -8.859 -7.030
C89 7.757 -9.846 -6.648
H202 3.366 -1.620 -4.907
H203 3.550 -2.131 -3.222
H204 2.314 -2.904 -4.188
H205 3.108 -5.035 -4.207
H206 4.187 -4.657 -2.910
H207 4.995 -6.573 -4.056
H208 6.153 -5.367 -4.517
H209 4.583 -5.111 -6.451
H210 6.786 -6.038 -6.853
H211 5.424 -6.939 -7.694
H212 5.322 -8.412 -5.641
H213 6.920 -7.827 -5.205
H214 8.734 -9.394 -6.423
H215 8.001 -10.449 -7.532
H216 7.528 -10.409 -5.796

## Properties
2S+1 = 1
F_max = 3.385 eV/A
Gap between HOMO and LUMO = 8.455 eV



No. 2
Density functional theory data (ωB97M-V/def2-TZVPD) for an isolated molecule of C2H5OP at a distorted geometry.

Geometry (Å):
C1 -0.193 0.471 -0.343
C2 1.167 0.323 -0.259
O1 1.696 -0.918 -0.133
P1 -2.219 -0.284 -0.201
H1 -2.485 0.201 1.233
H2 -0.674 1.516 -0.410
H3 1.957 1.061 -0.184
H4 2.549 -0.870 0.221
H5 -1.798 -1.500 0.076

## Properties
SMILES = O/C=C\P
2S+1 = 1
F_max = 3.769 eV/A
ΔE to the lowest compared entry with this formula, charge and spin = 68.0 kcal/mol
Gap between HOMO and LUMO = 9.300 eV